# 1
The following is a quantum chemistry calculation of a 2-piece molecular cluster, C2H6NO3 overall in a non-equilibrium geometry, from the OMol25 dataset.

## Properties
- Kohn-Sham gap (spin up / spin down) (eV) = 7.26 / 6.29
- highest occupied orbital energy (spin up / spin down) (eV) = -2.88 / -2.16
- E_LUMO (spin up / spin down) (Ha) = 0.1610 / 0.1519
- ΔE to the lowest compared entry with this formula, charge and spin (kJ/mol) = 575.1

```
! wB97M-V def2-TZVPD RIJCOSX def2/J DEFGRID3
* xyz -1 1
C -0.8597 -0.9118 0.4239
C -1.1543 0.4654 -0.0458
N 1.7894 -0.3193 -0.5334
O 2.3907 0.2444 0.4499
O -0.5138 1.3801 0.8664
O -0.5770 0.6290 -1.3357
H -1.0068 -0.9702 1.4927
H -0.6765 -1.7220 -0.2123
H -2.1486 0.8071 -0.1669
H 1.8785 -1.3371 -0.5081
H 0.4471 1.2831 0.6957
H 0.4309 0.4511 -1.1264
*
```

natural (NBO) charges in e:
1 C -0.37
2 C 0.28
3 N -0.44
4 O -0.58
5 O -0.77
6 O -0.81
7 H 0.16
8 H 0.17
9 H 0.14
10 H 0.24
11 H 0.49
12 H 0.47

=====

# 2
The following is a quantum chemistry calculation of a 2-piece molecular cluster, C2H6NO4P overall in a non-equilibrium geometry, from the OMol25 dataset.

## Properties
- Kohn-Sham gap (eV) = 6.66
- highest occupied orbital energy (eV) = -0.17
- E_LUMO (Ha) = 0.2385
- ΔE to the lowest compared entry with this formula, charge and spin (kJ/mol) = 0.0

```
! wB97M-V def2-TZVPD RIJCOSX def2/J DEFGRID3
* xyz -2 1
C -2.3135 -0.4329 0.1966
C -2.7068 0.7826 -0.2594
N 1.0324 0.7285 -0.0616
O 3.7378 0.7449 -0.1045
O 2.4673 -1.1591 0.9871
O 2.4912 -0.8221 -1.6565
O -3.6811 1.1914 -0.9576
P 2.5349 -0.0817 -0.3525
H -2.8656 -1.4240 0.1076
H -1.4255 -0.5547 0.8371
H 0.0962 0.3773 -0.3852
H -1.8978 1.4868 -0.0938
H 0.9463 0.7639 0.9271
H 1.5841 -1.6010 0.8155
*
```

natural (NBO) charges in e:
1 C -0.77
2 C 0.23
3 N -1.24
4 O -1.19
5 O -1.04
6 O -1.20
7 O -0.82
8 P 2.43
9 H 0.15
10 H 0.16
11 H 0.41
12 H 0.07
13 H 0.36
14 H 0.46

=====

# 3
The following is a quantum chemistry calculation of a 2-piece molecular cluster, C2H6NO6PS overall in a non-equilibrium geometry, from the OMol25 dataset.

## Properties
- Kohn-Sham gap (eV) = 6.95
- highest occupied orbital energy (eV) = -0.78
- E_LUMO (Ha) = 0.2267
- ΔE to the lowest compared entry with this formula, charge and spin (kJ/mol) = 233.3

```
! wB97M-V def2-TZVPD RIJCOSX def2/J DEFGRID3
* xyz -2 1
C -0.1916 -0.3467 1.1886
C -0.8044 0.2455 -0.9168
N 0.0993 -0.1881 -1.9183
O 0.7510 2.3513 -0.2411
O -1.6176 2.0213 0.8697
O 1.8765 -1.6305 2.1597
O -1.2722 2.8236 -1.5202
O 1.3455 -1.8687 -0.2019
O 2.1712 0.3178 0.6306
P -0.8056 1.9792 -0.3915
S 1.3624 -0.9251 0.9816
H -1.0197 -0.9794 1.2612
H -0.5198 0.5840 1.6912
H -1.7100 -0.4437 -0.7745
H 0.4813 -1.1436 -1.5132
H 1.1488 1.4031 0.1209
H 0.8895 0.4412 -2.0083
*
```

natural (NBO) charges in e:
1 C -0.94
2 C -0.29
3 N -0.88
4 O -1.07
5 O -1.21
6 O -1.03
7 O -1.21
8 O -1.06
9 O -1.04
10 P 2.35
11 S 2.36
12 H 0.20
13 H 0.30
14 H 0.20
15 H 0.43
16 H 0.52
17 H 0.37

=====

# 4
The following is a quantum chemistry calculation of a 2-piece molecular cluster, C2H6NOS overall in a non-equilibrium geometry, from the OMol25 dataset.

## Properties
- Kohn-Sham gap (eV) = 9.33
- highest occupied orbital energy (eV) = -15.01
- E_LUMO (Ha) = -0.2085
- ΔE to the lowest compared entry with this formula, charge and spin (kJ/mol) = 384.8

```
! wB97M-V def2-TZVPD RIJCOSX def2/J DEFGRID3
* xyz 1 1
C -0.8840 0.5766 0.1798
C 1.5708 -0.1574 0.0301
N 0.0342 -0.3309 0.1222
O -0.3523 -1.6546 0.0999
S -2.5664 0.3814 0.0011
H -0.6277 2.3087 0.2666
H 1.8388 0.6407 -0.5820
H 1.9077 -1.1358 -0.4510
H 1.9941 -0.1305 1.0275
H -0.0059 -2.0765 -0.6711
H -2.9093 1.5783 -0.0229
*
```

natural (NBO) charges in e:
1 C 0.02
2 C -0.40
3 N -0.10
4 O -0.49
5 S 0.28
6 H 0.33
7 H 0.24
8 H 0.24
9 H 0.25
10 H 0.50
11 H 0.14

=====

Energy per entry: -9800.240 -21142.296 -36071.703 -16531.802 eV